No. 1
{
  "formula": "C5H7N",
  "method": "wB97M-V/def2-TZVPD",
  "gap_ev": 9.528,
  "total_charge": 0,
  "e_homo_ev": -8.439,
  "lumo_ha": 0.0400,
  "symbols": ["N", "C", "C", "C", "C", "C", "H", "H", "H", "H", "H", "H", "H"],
  "positions_angstrom": [[0.3199, -0.4090, -1.1892], [-0.9174, -0.7606, 0.5040], [1.3896, 0.0680, 0.1043], [0.4023, 1.2505, 0.2951], [-0.6744, 0.4503, -0.4021], [0.4970, -1.1326, 0.0907], [0.7392, 2.1128, -0.2864], [0.9111, -2.1367, 0.0792], [-1.4965, 0.9224, -0.9403], [-1.1057, -0.5720, 1.5633], [-1.6633, -1.4476, 0.0987], [1.4048, 0.0787, -1.2362], [0.1933, 1.5755, 1.3191]],
  "atomic_forces_ev_per_a": [[-0.105, -0.191, -0.492], [-0.117, -0.024, 0.181], [0.267, 0.090, 0.499], [0.010, 0.117, 0.030], [-0.364, 0.277, -0.017], [0.114, -0.334, 0.090], [-0.049, -0.073, 0.084], [-0.040, 0.143, 0.081], [0.085, -0.059, 0.011], [-0.012, 0.008, -0.096], [0.111, 0.087, 0.000], [0.031, 0.084, -0.299], [0.069, -0.125, -0.072]]
}

---

No. 2
{
  "formula": "C5H7N",
  "method": "wB97M-V/def2-TZVPD",
  "gap_ev": 10.196,
  "total_charge": 0,
  "e_homo_ev": -9.149,
  "lumo_ha": 0.0385,
  "symbols": ["N", "C", "C", "C", "C", "C", "H", "H", "H", "H", "H", "H", "H"],
  "positions_angstrom": [[2.4411, -0.2055, 0.0256], [1.5073, 0.9587, -0.0078], [-1.1412, -0.3401, 0.6505], [0.4130, -0.0754, 0.0022], [-0.8721, -0.1468, -0.7456], [1.4965, -1.0439, 0.0376], [1.7789, 1.6158, 0.8201], [-1.6022, 0.5076, 1.1858], [-1.1080, -0.8904, -1.5106], [1.6272, -2.0763, 0.3449], [1.5162, 1.5742, -0.9342], [-1.1219, -1.3859, 0.9571], [-0.8689, 0.8513, -1.0658]],
  "atomic_forces_ev_per_a": [[2.033, 0.905, -0.593], [0.541, 0.637, -0.837], [2.406, 0.944, 0.626], [-3.324, -1.881, 1.456], [0.831, -0.237, -1.953], [-0.381, -0.484, 1.474], [-0.697, -0.153, 0.230], [0.291, -1.054, 0.120], [0.276, 0.180, 0.202], [-0.226, -0.302, -0.639], [0.275, -0.429, 0.392], [-0.601, 0.531, 0.456], [-1.424, 1.343, -0.935]]
}

---

No. 3
{
  "formula": "C5H7N",
  "method": "wB97M-V/def2-TZVPD",
  "gap_ev": 9.598,
  "total_charge": 0,
  "smiles": "[H]/N=C/C(C)=C=C",
  "e_homo_ev": -8.780,
  "lumo_ha": 0.0300,
  "symbols": ["N", "C", "C", "C", "C", "C", "H", "H", "H", "H", "H", "H", "H"],
  "positions_angstrom": [[-1.6519, -1.5426, -0.3785], [1.7384, -0.0214, 0.1985], [-0.3854, -1.4072, -0.4002], [0.2419, -0.1419, 0.0271], [-0.5579, 0.8747, 0.2424], [-1.2515, 1.9688, 0.3051], [-1.9209, -2.4835, -0.6606], [-1.9985, 2.1945, 1.0581], [2.2219, -0.3608, -0.7262], [2.0290, 1.0241, 0.3411], [-0.9162, 2.7262, -0.3864], [2.1380, -0.6137, 1.0256], [0.3132, -2.2172, -0.6460]],
  "atomic_forces_ev_per_a": [[0.377, -0.248, -0.081], [0.082, -0.066, 0.090], [-0.159, -0.028, -0.005], [-0.165, 0.139, 0.113], [0.157, 0.129, 0.039], [0.350, -0.016, 0.230], [0.041, 0.036, -0.075], [0.347, 0.053, 0.128], [-0.050, -0.016, 0.160], [-0.109, -0.235, 0.065], [-0.720, 0.242, -0.508], [-0.043, -0.011, -0.044], [-0.109, 0.022, -0.111]]
}

---

No. 4
{
  "formula": "C5H7N",
  "method": "wB97M-V/def2-TZVPD",
  "gap_ev": 10.198,
  "total_charge": 0,
  "smiles": "C1=C[C@H]2N[C@H]2C1",
  "e_homo_ev": -9.007,
  "lumo_ha": 0.0437,
  "symbols": ["N", "C", "C", "C", "C", "C", "H", "H", "H", "H", "H", "H", "H"],
  "positions_angstrom": [[1.0113, -1.2023, 0.7959], [0.3485, 0.5186, -1.0928], [-1.2727, -0.0760, 0.5098], [1.0854, 0.1105, 0.1854], [-1.1135, 0.3365, -0.7479], [0.0444, -0.1965, 1.2148], [0.1154, 0.1372, 2.2470], [0.5856, 1.5700, -1.3090], [-2.2232, -0.2951, 0.9868], [0.6315, -0.0585, -1.9820], [-1.9165, 0.5147, -1.4599], [2.0144, 0.6225, 0.4175], [0.6895, -1.9816, 0.2343]],
  "atomic_forces_ev_per_a": [[0.124, -0.271, -0.027], [0.061, -0.058, -0.002], [0.063, -0.026, -0.139], [0.159, 0.287, -0.035], [0.020, -0.126, 0.104], [-0.055, 0.197, 0.187], [0.037, -0.183, -0.082], [-0.077, -0.189, -0.013], [0.130, 0.083, -0.049], [0.023, 0.028, 0.131], [0.151, -0.155, 0.100], [-0.182, 0.105, 0.006], [-0.454, 0.307, -0.181]]
}

---

No. 5
{
  "formula": "C5H7N",
  "method": "wB97M-V/def2-TZVPD",
  "gap_ev": 10.054,
  "total_charge": 0,
  "smiles": "C1=C[C@@H]2N[C@@H]2C1",
  "e_homo_ev": -8.926,
  "lumo_ha": 0.0415,
  "symbols": ["N", "C", "C", "C", "C", "C", "H", "H", "H", "H", "H", "H", "H"],
  "positions_angstrom": [[0.6897, 1.2401, 0.6182], [0.2526, -1.2057, 0.7518], [0.3069, 0.6629, -0.6560], [-0.9850, -1.0082, 0.2429], [1.1611, -0.1504, 0.2176], [-1.1494, 0.1182, -0.6063], [2.1787, -0.2268, 0.0144], [0.8468, 1.0736, -1.5077], [-1.7671, 0.9570, -0.0790], [-1.6753, 0.0309, -1.6175], [0.5832, -1.8315, 1.5897], [-1.9321, -1.5589, 0.5405], [1.4898, 1.8987, 0.4913]],
  "atomic_forces_ev_per_a": [[1.290, 0.120, 0.367], [-0.389, 0.423, 0.200], [0.071, 0.663, -0.991], [-1.027, -3.335, 2.544], [-2.139, 0.740, 0.696], [-0.340, 4.198, -2.184], [1.501, -0.547, -0.189], [-0.856, 0.030, -0.295], [0.909, -1.483, -0.702], [0.878, -0.422, 1.235], [-0.530, -0.121, -0.629], [1.515, 0.412, -0.126], [-0.884, -0.676, 0.074]]
}

---

No. 6
{
  "formula": "C5H7N",
  "method": "wB97M-V/def2-TZVPD",
  "gap_ev": 11.976,
  "total_charge": 0,
  "smiles": "N#CCC1CC1",
  "e_homo_ev": -11.015,
  "lumo_ha": 0.0353,
  "symbols": ["N", "C", "C", "C", "C", "C", "H", "H", "H", "H", "H", "H", "H"],
  "positions_angstrom": [[2.5827, -0.6413, 1.4919], [2.0205, -0.2741, 0.5503], [-1.4465, 0.1247, -0.6177], [-0.9939, -0.5179, 0.7137], [1.1724, 0.1958, -0.5494], [-0.1777, 0.5414, 0.0413], [1.0829, -0.5933, -1.3059], [-1.3933, -0.2597, 1.6987], [-0.6691, -1.5616, 0.7156], [-0.2185, 1.5081, 0.5333], [-1.3392, -0.4373, -1.5504], [1.6340, 1.0617, -1.0359], [-2.2543, 0.8535, -0.6854]],
  "atomic_forces_ev_per_a": [[-0.402, 0.336, -0.954], [0.637, -0.341, 0.837], [-0.113, -0.095, 0.115], [-0.221, 0.014, -0.197], [0.039, -0.026, -0.031], [0.104, 0.181, 0.097], [0.028, 0.066, 0.191], [-0.356, 0.126, -0.647], [0.100, 0.394, -0.376], [0.157, -0.079, 0.001], [-0.060, -0.153, 0.529], [-0.035, -0.141, 0.085], [0.123, -0.281, 0.349]]
}

---

No. 7
{
  "formula": "C5H7N",
  "method": "wB97M-V/def2-TZVPD",
  "gap_ev": 10.426,
  "total_charge": 0,
  "smiles": "C#C[C@H]1N[C@H]1C",
  "e_homo_ev": -9.311,
  "lumo_ha": 0.0410,
  "symbols": ["N", "C", "C", "C", "C", "C", "H", "H", "H", "H", "H", "H", "H"],
  "positions_angstrom": [[1.0608, 1.0361, 0.4060], [0.0451, -1.0817, 0.7865], [-0.1707, 0.3207, 0.9660], [-0.2100, 1.1688, -0.2454], [-0.6768, 0.4197, -1.5876], [0.2026, -2.1635, 0.2720], [-0.2528, -0.5379, -1.5845], [-0.6748, 2.1192, -0.2698], [-0.5144, 1.1138, -2.4072], [-0.6647, 0.8289, 1.8006], [-0.0917, -3.1688, -0.0436], [-1.8117, 0.3178, -1.3576], [1.4419, 0.0904, -0.1293]],
  "atomic_forces_ev_per_a": [[1.095, -3.166, -1.703], [-1.179, -0.581, -0.312], [0.475, 1.675, 0.662], [-1.151, -2.287, -2.962], [-1.764, 2.634, 2.918], [-1.002, -0.889, 0.554], [0.668, -1.166, -0.765], [-0.293, 0.971, 0.841], [0.091, -0.562, -0.394], [0.613, -0.941, 0.286], [0.838, 0.820, 0.161], [1.750, 0.061, -0.866], [-0.139, 3.430, 1.580]]
}

---

No. 8
{
  "formula": "C5H7N",
  "method": "wB97M-V/def2-TZVPD",
  "gap_ev": 9.152,
  "total_charge": 0,
  "smiles": "Cc1cc[nH]c1",
  "e_homo_ev": -8.066,
  "lumo_ha": 0.0399,
  "symbols": ["N", "C", "C", "C", "C", "C", "H", "H", "H", "H", "H", "H", "H"],
  "positions_angstrom": [[0.7166, -0.8542, -1.3652], [-0.1694, 0.3142, 0.2678], [-0.5388, -1.0503, 0.4473], [0.6244, 0.3865, -0.8551], [-0.5244, 1.4780, 1.1364], [0.0749, -1.7819, -0.5700], [0.9146, -2.4797, -0.6632], [-1.4417, 1.9617, 0.7871], [-0.6768, 1.1663, 2.1735], [-1.2074, -1.3810, 1.2419], [0.9306, -1.1214, -2.3090], [1.2167, 1.1816, -1.2775], [0.2764, 2.2265, 1.1234]],
  "atomic_forces_ev_per_a": [[-0.091, 0.690, -0.332], [-0.060, 0.075, -0.074], [0.380, 0.038, 0.043], [-0.223, 0.323, -0.191], [-0.118, 0.079, 0.097], [1.056, 0.604, -0.164], [-1.712, -2.104, 0.819], [0.058, 0.015, 0.114], [-0.001, 0.068, -0.111], [0.579, -0.206, -0.154], [0.687, 0.252, 0.009], [-0.385, 0.286, -0.063], [-0.170, -0.120, 0.007]]
}